No. 1
Formula: C3H3O3
Source: OMol25
Level of theory: ωB97M-V/def2-TZVPD

Summary:
LUMO, Ha: 0.149
Net charge: -1
HOMO level, eV: -2.39

The geometry in XYZ format:
```
9
C3H3O3, DFT ωB97M-V/def2-TZVPD
C -0.18 -0.34 0.29
C -0.98 0.45 -0.33
C 2.35 -0.12 0.05
O 2.88 -1.16 -0.09
O 2.26 1.05 0.08
O -2.45 0.27 -0.47
H -0.57 -1.09 0.99
H -0.55 1.34 -0.67
H -2.76 -0.39 0.15
```

---

No. 2
Formula: C3H3O3P
Source: OMol25
Level of theory: ωB97M-V/def2-TZVPD

Summary:
LUMO, Ha: -0.044
Net charge: 0
HOMO level, eV: -9.95

The geometry in XYZ format:
```
10
C3H3O3P, DFT ωB97M-V/def2-TZVPD
C -1.02 1.69 -0.11
C 0.12 0.06 -0.44
C -0.85 0.33 0.65
O -1.64 2.73 0.11
O -2.56 -1.00 -1.04
O -0.03 1.43 -1.00
P -2.49 -0.63 0.36
H 1.15 -0.09 0.04
H -0.16 -0.52 -1.25
H -0.52 0.61 1.64
```

---

ΔE to the lowest compared entry with this formula, charge and spin (kcal/mol)
70.33; 34.47
Kohn-Sham gap (Ha)
0.237; 0.322